{"formula": "C4H9NO2", "method": "ωB97M-V/def2-TZVPD", "fmax_ev_per_a": 4.5, "homo_lumo_gap_ev": 9.628, "multiplicity": 1, "lumo_ev": 0.84, "homo_ha": -0.3228, "relative_energy_kj_mol": 286.2, "smiles": "C/C=N/C(C)(O)O", "elements": ["C", "C", "N", "C", "C", "O", "O", "H", "H", "H", "H", "H", "H", "H", "H", "H"], "xyz": [[2.68429, 0.58020, 0.36409], [1.14779, 0.41355, 0.49822], [0.43825, 0.23813, -0.54506], [-1.32228, 0.09727, -0.19995], [-1.56063, -1.40000, -0.42136], [-1.53704, 0.43892, 1.09326], [-1.86616, 0.99170, -1.07504], [2.92123, 1.03316, -0.55776], [2.97252, -0.41627, 0.18906], [3.10524, 1.05838, 1.27263], [0.61928, 0.48679, 1.40928], [-1.74094, -1.74584, -1.45615], [-2.25871, -1.61680, 0.33210], [-0.63163, -1.90623, -0.33695], [-1.15096, 1.30149, 1.28955], [-1.82025, 0.44556, -1.85590]], "lowdin_charge": [-0.061, -0.248, 0.105, -0.599, 0.012, 0.034, 0.061, 0.050, 0.047, 0.080, 0.079, 0.100, 0.071, 0.064, 0.113, 0.092]}